Record 1
Here is a structure of composition C47H37ClMoN2O4S2 from OMol25. Energies are from wB97M-V/def2-TZVPD.

For the max |F|, the calculation gives 4.1 eV/Å. The value obtained for the LUMO energy (alpha / beta) is -0.4 / -0.4 eV. The HOMO-LUMO gap (alpha / beta) comes out at 6.60 / 6.60 eV. Its relative energy (zero: lowest compared OMol25 entry of this formula, charge and spin) is 44.8 kJ/mol.

Geometry as ORCA input:
```
! RIJCOSX wB97M-V def2-TZVPD def2/J DEFGRID3
* xyz 0 1
Mo -0.098 0.480 -0.008
O -1.233 -0.810 0.233
C -1.714 -1.933 0.937
C -0.960 -1.891 2.286
C 0.533 -1.956 2.148
C 1.204 -3.045 2.683
C 2.575 -3.141 2.562
C 3.235 -2.113 1.920
C 2.525 -1.029 1.428
C 3.283 0.056 0.725
C 2.832 0.177 -0.753
O 1.508 0.653 -0.703
C 2.901 -1.221 -1.382
C 1.767 -1.974 -1.654
C 1.874 -3.279 -2.114
C 3.124 -3.841 -2.318
C 4.263 -3.086 -2.077
C 4.153 -1.787 -1.612
C 3.675 1.145 -1.577
C 3.420 1.201 -2.946
C 4.112 2.083 -3.757
C 5.070 2.923 -3.206
C 5.313 2.883 -1.843
C 4.619 1.999 -1.028
N 1.179 -0.939 1.532
C -3.212 -1.829 1.228
C -3.845 -2.820 1.971
C -5.198 -2.723 2.253
C -5.934 -1.642 1.786
C -5.310 -0.660 1.034
C -3.953 -0.755 0.758
C -1.503 -3.173 0.070
C -1.019 -4.383 0.542
C -0.926 -5.481 -0.305
C -1.316 -5.380 -1.629
C -1.803 -4.171 -2.111
C -1.897 -3.079 -1.265
H -1.234 -0.933 2.732
H -1.305 -2.684 2.948
H 0.648 -3.809 3.209
H 3.113 -3.994 2.952
H 4.310 -2.141 1.803
H 3.085 1.010 1.202
H 4.347 -0.166 0.774
H 0.781 -1.545 -1.522
H 0.979 -3.854 -2.306
H 3.210 -4.862 -2.669
H 5.244 -3.512 -2.251
H 5.044 -1.196 -1.431
H 2.666 0.549 -3.373
H 3.904 2.114 -4.819
H 5.626 3.603 -3.839
H 6.041 3.553 -1.402
H 4.801 2.005 0.037
H -3.283 -3.679 2.322
H -5.680 -3.493 2.841
H -6.992 -1.570 2.005
H -5.871 0.188 0.663
H -3.467 0.015 0.181
H -0.724 -4.484 1.577
H -0.554 -6.423 0.079
H -1.247 -6.240 -2.284
H -2.120 -4.087 -3.142
H -2.289 -2.136 -1.630
Cl -6.461 3.485 -1.271
C -4.875 2.819 -1.517
C -3.753 3.566 -1.188
C -2.496 3.017 -1.355
C -2.322 1.714 -1.840
C -0.967 1.116 -1.952
C -3.470 1.015 -2.217
C -4.739 1.553 -2.057
H -3.868 4.572 -0.804
H -1.618 3.608 -1.116
H -0.268 1.863 -2.336
H -0.986 0.281 -2.662
H -3.374 0.026 -2.653
H -5.617 0.990 -2.344
O 1.530 4.205 -0.704
S 1.445 3.653 0.614
O 2.673 3.205 1.220
N 0.273 2.445 0.655
C -0.644 2.762 1.575
S -1.841 1.599 1.766
C -0.445 3.992 2.292
C -1.157 4.493 3.379
C -0.730 5.672 3.960
C 0.364 6.372 3.454
C 1.073 5.881 2.364
C 0.651 4.697 1.806
H -2.014 3.943 3.745
H -1.246 6.060 4.829
H 0.671 7.295 3.926
H 1.927 6.413 1.967
*
```


Record 2
Here is a structure of composition C27H41GaN5O3Te from OMol25. Energies are from wB97M-V/def2-TZVPD.

The expectation value of S² is 0.754. For the max |F|, the calculation gives 1.2 eV/Å. The value obtained for the LUMO energy (alpha / beta) is 0.3 / -0.4 eV. The HOMO-LUMO gap (alpha / beta) comes out at 7.67 / 6.99 eV.

Geometry as ORCA input:
```
! RIJCOSX wB97M-V def2-TZVPD def2/J DEFGRID3
* xyz 0 2
Ga 1.302 1.817 -0.320
N 1.949 2.664 -2.389
C 1.281 1.729 -3.283
C 1.741 1.896 -4.740
C 1.052 1.038 -5.810
C -0.480 1.073 -5.787
N -0.987 0.176 -4.763
C -1.759 0.554 -3.730
N -2.636 1.551 -3.796
N -1.747 -0.148 -2.603
C 1.442 0.306 -2.666
O 1.190 -0.676 -3.356
O 1.780 0.266 -1.448
H 1.792 3.629 -2.671
H 2.956 2.499 -2.396
H 0.204 1.937 -3.205
H 2.814 1.687 -4.797
H 1.590 2.949 -5.007
H 1.374 0.002 -5.704
H 1.388 1.387 -6.790
H -0.859 0.751 -6.764
H -0.836 2.092 -5.609
H -0.285 -0.517 -4.489
H -2.793 2.080 -4.633
H -2.953 1.884 -2.849
H -0.981 -0.773 -2.400
H -2.180 0.337 -1.800
C -1.357 3.994 -1.461
C -1.521 2.526 -1.059
O -2.664 2.000 -1.258
N -0.526 1.858 -0.584
Te -0.456 0.735 1.888
C -0.091 -0.151 3.862
C 0.995 0.208 4.662
C 2.071 1.158 4.221
C 1.122 -0.323 5.943
C 0.188 -1.197 6.466
C 0.296 -1.735 7.861
C -0.888 -1.549 5.663
C -1.038 -1.042 4.383
C -2.236 -1.458 3.591
C -0.361 -1.125 0.857
C 0.841 -1.832 0.843
C 2.045 -1.384 1.607
C 0.921 -3.013 0.116
C -0.156 -3.502 -0.601
C -0.047 -4.775 -1.384
C -1.343 -2.786 -0.571
C -1.469 -1.607 0.155
C -2.815 -0.940 0.186
H -2.328 4.484 -1.455
H -0.943 4.055 -2.469
H -0.681 4.483 -0.762
H 1.790 1.689 3.312
H 2.997 0.612 4.033
H 2.268 1.891 5.002
H 1.968 -0.025 6.548
H 1.231 -1.437 8.326
H 0.237 -2.822 7.851
H -0.527 -1.363 8.472
H -1.640 -2.220 6.056
H -2.950 -1.988 4.219
H -1.933 -2.112 2.774
H -2.720 -0.578 3.163
H 2.156 -0.300 1.545
H 2.947 -1.845 1.212
H 1.948 -1.659 2.659
H 1.854 -3.559 0.106
H 0.887 -5.284 -1.159
H -0.077 -4.563 -2.453
H -0.875 -5.440 -1.145
H -2.199 -3.157 -1.120
H -3.390 -1.208 -0.699
H -2.732 0.147 0.240
H -3.381 -1.281 1.055
C 2.869 2.423 0.686
H 3.588 1.650 0.945
H 2.769 3.156 1.480
*
```